Entry 1:
Molecular formula: C23H30BF4N10Tc
Method: DFT, ωB97M-V/def2-TZVPD

Last column: Löwdin charge in e.
Positions of all 69 atoms, in Å:
Tc1 -0.5741 -1.6691 0.2291  1.52
F1 0.9847 -1.8692 1.2421  -0.42
F2 1.8403 -3.4723 3.1402  0.27
F3 3.4037 -2.9178 1.6239  0.29
F4 2.7788 -1.4262 3.2113  0.30
N1 0.6908 -2.0036 -1.5238  -0.07
N2 -0.2698 0.4969 0.5097  -0.02
N3 0.4780 4.9615 0.9039  -0.02
N4 1.2650 6.5256 2.0989  0.14
N5 0.8350 -0.8476 -6.1417  0.22
N6 0.2837 5.7815 1.9404  0.11
N7 -2.5437 -1.6920 -0.7002  -0.16
N8 -1.8649 -1.6775 1.9639  -0.15
N9 -0.2889 2.6911 0.6888  0.00
N10 -1.0779 -3.7651 0.3070  -0.15
C1 2.2085 6.3157 1.1542  -0.16
C2 -0.6431 1.6338 -0.0783  -0.32
C3 1.7681 -2.7831 -1.3267  -0.10
C4 -2.6917 -2.9994 -1.3862  -0.16
C5 -1.1599 -4.0509 1.7532  -0.16
C6 3.7149 5.2937 -0.9159  0.02
C7 2.6668 -3.1115 -2.3287  0.01
C8 1.0590 -1.3023 -5.1183  -0.17
C9 1.3383 -1.8387 -3.8295  -0.18
C10 2.4660 -2.6342 -3.6134  0.05
C11 1.7168 5.2368 0.3617  -0.11
C12 2.4995 4.6876 -0.6440  0.10
C13 -2.3093 -4.1302 -0.4315  -0.13
C14 -2.1089 -3.0650 2.4351  -0.13
C15 0.3474 0.8538 1.6860  -0.10
C16 0.4886 -1.5475 -2.7634  -0.08
C17 -1.3790 1.7500 -1.3583  0.02
C18 -0.5822 4.0993 0.4758  -0.03
C19 0.3340 2.2041 1.8051  -0.01
C20 -3.0965 -0.9543 1.6236  -0.17
C21 4.1835 6.3766 -0.1656  0.04
C22 3.4314 6.9169 0.8617  0.14
C23 -3.6438 -1.4696 0.2882  -0.14
B1 2.7103 -2.6083 2.6809  -0.96
H1 -3.7186 -3.1418 -1.7372  0.15
H2 -2.6665 -0.9856 -1.4288  0.12
H3 -1.4051 -1.1733 2.7241  0.14
H4 -1.5032 -5.0736 1.9359  0.15
H5 0.7941 0.1429 2.3518  0.10
H6 -1.0105 2.5825 -1.9560  0.09
H7 -1.2502 0.8418 -1.9396  0.05
H8 -3.1166 -4.3231 0.2746  0.12
H9 -4.3684 -0.7512 -0.0982  0.14
H10 -1.9632 -3.1375 3.5149  0.15
H11 4.3348 4.9075 -1.7129  0.14
H12 3.1487 -2.8595 -4.4196  0.15
H13 -0.3136 -4.3318 -0.0572  0.13
H14 -2.8560 0.1084 1.5473  0.12
H15 3.7376 7.8138 1.3833  0.16
H16 3.5117 -3.7413 -2.1001  0.13
H17 -2.0286 -3.0021 -2.2542  0.12
H18 5.1450 6.8057 -0.4053  0.14
H19 -3.8604 -1.0712 2.3996  0.15
H20 2.2090 3.7826 -1.1543  0.14
H21 -4.1791 -2.4083 0.4401  0.12
H22 -2.4424 1.9211 -1.1807  0.11
H23 -0.3766 -0.9206 -2.9379  0.11
H24 -3.1476 -3.3295 2.2311  0.12
H25 -2.1652 -5.0468 -1.0059  0.15
H26 -0.1584 -3.9590 2.1767  0.11
H27 1.9473 -3.1463 -0.3262  0.10
H28 -1.4578 4.3963 1.0749  0.17
H29 -0.8055 4.2735 -0.5829  0.15
H30 0.7067 2.8370 2.5835  0.14

As for the spin multiplicity: 4. Its charge is +3. The LUMO energy (alpha / beta) comes out at -8.5 / -12.4 eV. As for the energy above the lowest of the compared OMol25 structures with the same formula, charge and spin: 0.0 kcal/mol. The orbital gap (alpha / beta) comes out at 0.323 / 0.159 hartree.



Entry 2:
Molecular formula: C25H34N2O4
Method: DFT, ωB97M-V/def2-TZVPD

Last column: Löwdin charge in e.
Positions of all 65 atoms, in Å:
O1 4.9962 -0.8778 -1.8318  0.06
O2 1.8366 -3.5006 0.1058  -0.20
O3 1.5921 3.3154 0.4172  -0.02
O4 -4.2816 1.9316 -1.5530  0.07
N1 -3.9141 0.0960 -0.2973  0.00
N2 4.3606 0.1499 0.0602  -0.05
C1 4.7728 1.4403 -0.4601  -0.13
C2 -1.3576 -2.3907 1.0748  -0.18
C3 2.3846 1.0995 1.1349  -0.10
C4 2.7283 2.4696 0.5422  -0.31
C5 3.5466 2.3072 -0.7455  -0.09
C6 3.9545 -2.2695 -0.2068  -0.07
C7 -2.1767 1.8110 -0.5078  -0.16
C8 -3.5431 1.2885 -0.8255  -0.41
C9 -1.0537 -1.7070 2.4045  -0.20
C10 4.4800 -0.9443 -0.7319  -0.46
C11 -0.7310 3.2673 0.7439  0.01
C12 3.6535 0.2614 1.3131  -0.13
C13 -1.9170 -1.3798 0.0767  -0.13
C14 2.1970 -4.7558 -0.4199  -0.10
C15 -2.8657 -0.0323 1.9709  -0.13
C16 0.1784 1.9082 -1.0093  -0.01
C17 -1.0890 1.4218 -1.2768  -0.03
C18 2.4536 -2.4014 -0.5193  -0.21
C19 -2.3079 -1.0455 2.9679  -0.19
C20 -5.2281 -0.4071 -0.6835  -0.15
C21 -3.1848 -0.7400 0.6509  -0.28
C22 -5.0243 -2.7952 -1.8049  0.13
C23 -5.1372 -1.7108 -1.3109  -0.11
C24 0.3782 2.8048 0.0362  -0.26
C25 -1.9945 2.7848 0.4675  -0.03
H1 -2.8441 3.1465 1.0276  0.13
H2 5.3381 1.2634 -1.3759  0.12
H3 4.3155 0.7553 2.0356  0.13
H4 1.5391 -5.4830 0.0522  0.09
H5 -4.9494 -3.7388 -2.2571  0.02
H6 -3.8710 -1.5636 0.8832  0.14
H7 -2.1265 0.7517 1.8095  0.10
H8 1.9101 -1.5325 -0.1405  0.11
H9 4.1230 -2.3901 0.8628  0.12
H10 0.9992 1.5808 -1.6265  0.11
H11 -2.0756 -0.5432 3.9091  0.11
H12 2.9594 1.8255 -1.5261  0.11
H13 -5.8801 -0.4673 0.1980  0.14
H14 1.6962 0.5767 0.4686  0.09
H15 -0.4475 -2.8424 0.6771  0.09
H16 3.8530 3.2885 -1.1080  0.13
H17 1.8886 1.2322 2.0985  0.13
H18 -2.0876 -3.1876 1.2347  0.12
H19 3.3894 -0.7184 1.7049  0.12
H20 -3.0598 -1.8108 3.1744  0.11
H21 5.4195 1.9271 0.2776  0.13
H22 -2.1574 -1.8713 -0.8679  0.12
H23 -1.2317 0.7315 -2.0955  0.13
H24 -0.2837 -0.9470 2.2516  0.11
H25 3.3545 3.0144 1.2639  0.16
H26 3.2367 -5.0112 -0.1916  0.08
H27 2.0531 -4.7835 -1.5061  0.09
H28 2.3177 -2.4527 -1.6093  0.14
H29 -3.7718 0.4303 2.3687  0.12
H30 4.5030 -3.0504 -0.7358  0.12
H31 -1.1651 -0.6148 -0.1125  0.09
H32 -0.5761 4.0028 1.5177  0.12
H33 -5.6517 0.3145 -1.3900  0.13
H34 -0.6655 -2.4378 3.1159  0.11

As for the structure (SMILES): C#CCN(C(=O)c1ccc(OC2CCN(C(=O)CCOC)CC2)cc1)C1CCCCC1. The LUMO energy comes out at 0.6 eV. As for the energy above the lowest of the compared OMol25 structures with the same formula, charge and spin: 67.1 kcal/mol. The orbital gap comes out at 0.345 hartree.



Entry 3:
Molecular formula: H12O6
Method: DFT, ωB97M-V/def2-TZVPD

Last column: Löwdin charge in e.
Positions of all 18 atoms, in Å:
O1 4.8410 -1.5364 0.4589  -0.05
O2 3.4043 0.7566 -0.8073  -0.07
O3 -3.6157 -2.4026 -0.3826  -0.08
O4 -0.4919 3.0950 0.1670  -0.06
O5 -4.1562 0.1194 0.1884  -0.05
O6 0.0222 -0.1467 1.2813  -0.06
H1 0.7471 0.2660 1.7643  0.04
H2 -4.1984 -1.8616 -0.9274  0.02
H3 5.2496 -2.2334 -0.0667  0.04
H4 4.2801 0.3622 -0.7282  0.01
H5 2.9597 0.2106 -1.4655  0.03
H6 -0.6235 3.0165 -0.7846  0.03
H7 -1.2423 2.6245 0.5471  0.02
H8 -3.5198 0.7388 -0.1864  0.04
H9 0.2018 0.0694 0.3593  0.02
H10 -2.8272 -1.8595 -0.2718  0.02
H11 3.9407 -1.8487 0.6031  0.04
H12 -4.9714 0.6300 0.2510  0.05

As for the structure (SMILES): O.O.O.O.O.O. The LUMO energy comes out at 0.0 eV. As for the energy above the lowest of the compared OMol25 structures with the same formula, charge and spin: 42.1 kcal/mol. The orbital gap comes out at 0.396 hartree.



Entry 4:
Molecular formula: C7H12
Method: DFT, ωB97M-V/def2-TZVPD

Last column: Löwdin charge in e.
Positions of all 19 atoms, in Å:
C1 -1.8459 0.3128 0.7554  -0.22
C2 0.2455 -0.2204 0.5055  -0.29
C3 1.1202 -0.4003 -0.7321  -0.23
C4 -2.0603 -0.6016 -0.4108  -0.09
C5 2.4462 0.3523 -0.6090  -0.11
C6 -0.5544 1.1142 0.6045  -0.11
C7 -1.0749 -0.9925 0.6456  -0.19
H1 0.5784 -0.0267 -1.6115  0.10
H2 3.0294 0.2944 -1.5343  0.07
H3 -1.2058 -1.8946 1.2375  0.13
H4 -2.9965 -1.1550 -0.3872  0.10
H5 2.2813 1.4140 -0.3865  0.07
H6 1.3127 -1.4651 -0.9161  0.11
H7 -0.3027 1.7012 1.4917  0.11
H8 -2.6579 0.5620 1.4317  0.13
H9 0.8525 -0.3690 1.4074  0.14
H10 -1.7321 -0.3295 -1.4132  0.10
H11 -0.4966 1.7656 -0.2777  0.11
H12 3.0607 -0.0619 0.1994  0.07

As for the structure (SMILES): CC[C@H]1C[C@H]2C[C@@H]12. The LUMO energy comes out at 1.2 eV. As for the energy above the lowest of the compared OMol25 structures with the same formula, charge and spin: 30.9 kcal/mol. The orbital gap comes out at 0.395 hartree.